C30H50P4SeSn as an isolated structure. Source: the Open Molecules 2025 dataset; level of theory: ωB97M-V/def2-TZVPD.

Structure (XYZ):
```
86
Properties=species:S:1:pos:R:3:forces:R:3
Sn 0.656800 -2.511902 -2.467492 -0.592 1.158 3.143
P -1.383398 1.271440 -1.972287 -0.168 1.611 0.060
P -0.500902 0.806794 1.573029 -0.271 1.923 2.188
P -1.802620 -1.913859 -0.340253 -0.299 -0.949 0.003
H 2.516607 -4.471015 -4.172070 -0.413 0.772 0.291
C 1.450066 -4.215412 -4.311250 0.076 1.982 -4.342
C 0.979535 -2.870407 -4.636981 0.370 -4.195 -1.818
H 1.618231 -2.131208 -5.140459 0.468 0.210 1.297
C -0.356128 2.632992 -2.691025 0.252 -0.562 0.265
C -2.637296 2.356203 -1.158407 0.137 -0.492 0.150
C -2.340175 0.841804 -3.470606 0.046 -0.657 0.004
C 0.238338 0.189506 3.135645 0.545 -1.099 -0.428
C 0.264572 2.477440 1.590325 0.349 -0.002 -0.960
C -2.158471 1.251302 2.239124 -0.455 -0.539 -0.929
C -2.207016 -3.505983 -1.187651 -0.074 0.249 -0.036
C -3.503150 -1.225311 -0.264236 0.105 0.282 -0.285
C -1.667319 -2.557912 1.370925 0.333 -0.111 0.186
H 0.954125 -5.074816 -4.815285 -0.740 0.356 1.500
H -0.060452 -2.773549 -5.034175 0.552 -0.468 0.352
H 0.496364 2.206993 -3.221845 -0.001 0.128 -0.133
H 0.023519 3.276460 -1.896145 -0.026 0.023 -0.036
H -0.973644 3.212911 -3.378863 0.090 0.050 0.038
H -2.166933 2.972397 -0.383219 -0.150 -0.067 -0.183
H -3.416436 1.730360 -0.710572 -0.005 0.279 -0.073
H -3.076013 2.998784 -1.929470 0.006 -0.028 0.216
H -1.709811 0.277145 -4.170549 -0.232 0.178 0.002
H -2.677444 1.775018 -3.941798 0.039 -0.307 0.054
H -3.208051 0.226689 -3.203210 0.132 0.157 -0.187
H -0.218384 0.728745 3.977953 0.002 -0.048 -0.344
H 1.321493 0.373241 3.125854 -0.302 -0.180 0.013
H 0.052662 -0.888096 3.240733 0.138 0.321 0.212
H -0.265847 3.106132 2.315913 0.027 -0.211 -0.131
H 0.204768 2.936496 0.595086 0.066 0.085 0.309
H 1.316516 2.389213 1.889774 -0.246 0.017 -0.158
H -1.979413 1.881238 3.114946 0.065 -0.092 -0.106
H -2.704240 0.352506 2.542214 -0.015 0.222 -0.018
H -2.733522 1.811291 1.495040 -0.014 -0.139 0.273
H -3.078947 -3.962324 -0.694921 0.318 -0.200 -0.361
H -1.346201 -4.188645 -1.166027 -0.126 -0.131 0.210
H -2.444727 -3.292937 -2.236025 -0.220 -0.101 0.023
H -4.196769 -2.041012 -0.036535 0.056 0.108 0.014
H -3.783204 -0.786547 -1.226458 -0.069 -0.078 0.150
H -3.597660 -0.457979 0.509377 0.068 -0.105 -0.135
H -2.393556 -3.367969 1.506276 0.065 0.158 0.038
H -1.868278 -1.789573 2.124447 -0.001 -0.099 -0.167
H -0.662259 -2.955316 1.550977 -0.138 0.009 0.004
C 2.076935 -4.248163 1.086836 -0.101 -0.657 -0.695
C 2.153596 -3.926490 -0.285974 -0.128 0.539 0.795
C 1.827533 -4.931969 -1.223665 -0.214 0.518 -0.450
C 1.465025 -6.214348 -0.819836 -0.287 -0.215 0.093
C 1.452005 -6.524372 0.537380 -0.244 -0.269 -0.611
C 1.717802 -5.545587 1.483529 0.334 0.712 -0.177
Se 2.512685 -3.047165 2.489617 0.396 0.592 0.016
H 3.905869 -2.856033 2.027578 -0.252 -0.003 0.138
H 2.477835 -2.881741 -0.521561 -0.009 -1.034 -0.054
H 1.909214 -4.837460 -2.320851 0.525 0.258 0.435
H 1.246098 -6.958395 -1.591048 0.078 0.126 0.458
H 1.244684 -7.540124 0.842549 -0.038 -0.039 0.077
H 1.714788 -5.755972 2.548090 -0.061 -0.223 -0.148
C 4.038189 1.167032 -2.067099 -0.493 -0.410 -0.593
P 3.093334 1.682588 -0.578168 2.280 2.005 0.303
C 4.428039 1.506220 0.683444 -0.512 -0.949 0.792
C 5.606943 2.268643 0.651110 0.018 0.143 0.072
C 6.593459 2.090528 1.628231 -0.241 -0.102 -0.137
C 6.405563 1.160748 2.653361 -0.364 -0.154 -0.039
C 5.242513 0.371777 2.686681 -0.139 -0.019 -0.209
C 4.264421 0.522838 1.693655 0.193 0.388 -0.017
C 3.118209 3.515470 -0.760863 -0.638 -1.549 0.134
C 3.164725 4.325902 0.390291 -0.033 1.475 1.010
C 3.028717 5.709039 0.300483 0.072 -0.528 0.451
C 2.817149 6.302618 -0.950484 0.050 0.420 0.052
C 2.762235 5.512261 -2.103749 0.060 -1.435 -0.809
C 2.895094 4.127718 -2.004377 -0.168 0.954 -0.794
H 4.284099 0.098429 -1.940673 -0.029 0.456 -0.139
H 4.965805 1.752972 -2.172944 -0.422 -0.266 0.093
H 3.392030 1.298620 -2.949775 0.433 -0.148 0.104
H 5.755023 3.009971 -0.138382 0.027 -0.198 0.252
H 7.506889 2.685790 1.587887 -0.286 -0.164 0.013
H 7.157051 1.040768 3.435097 -0.188 0.055 -0.269
H 5.095168 -0.362055 3.493169 0.150 0.393 -0.447
H 3.367486 -0.117825 1.694409 0.429 0.363 0.075
H 3.344188 3.900622 1.374703 -0.088 -0.100 -0.188
H 3.062770 6.344029 1.193423 0.073 -0.385 -0.355
H 2.699110 7.384098 -1.049054 0.022 -0.306 0.152
H 2.610082 5.952031 -3.090935 0.077 0.016 0.367
H 2.853038 3.501063 -2.894039 -0.031 0.326 0.086
```
Forces are in eV/Å.

Properties
Energy above the lowest of the compared OMol25 structures with the same formula, charge and spin = 113.30 kcal/mol
Max |F| = 4.8 eV/A
Total charge = +4
HOMO (alpha / beta) = -18.398 / -18.186 eV

***

A 2-piece molecular cluster, C6H12NO overall. Source: the Open Molecules 2025 dataset; level of theory: ωB97M-V/def2-TZVPD.

Structure (XYZ):
```
20
Properties=species:S:1:pos:R:3:forces:R:3
C -0.954800 1.373193 1.336187 -0.477 -0.118 0.069
C -1.672620 0.332460 0.918619 0.507 0.079 0.092
C -1.621648 3.206917 0.169451 -0.242 0.003 -0.023
N -1.395348 2.710672 1.304655 -0.027 0.209 0.222
H 0.013862 1.259810 1.804871 0.171 -0.294 -0.327
H -2.703268 0.409674 0.594169 0.025 0.199 -0.142
H -1.136130 -0.607292 0.869572 -0.067 -0.104 0.139
H -1.981403 4.229307 0.102766 -0.017 0.121 -0.039
H -1.491166 2.636925 -0.752395 0.073 -0.034 -0.072
C 1.339594 -1.974743 0.180053 -0.421 0.426 -0.147
O 1.078022 -0.668182 0.401395 0.121 -0.298 0.182
C 1.895878 -2.221060 -1.252155 0.091 -0.130 0.844
C 0.892294 -1.751199 -2.287601 0.344 -0.385 -0.457
H 0.419985 -2.632177 0.270931 -0.009 -0.038 -0.114
H 2.036384 -2.446619 0.913604 0.290 -0.001 -0.032
H 2.188139 -3.277904 -1.344976 -0.136 -0.005 -0.262
H 2.810694 -1.622198 -1.305059 0.016 0.029 -0.160
H 1.328129 -1.746190 -3.295772 -0.026 0.210 0.046
H 0.575819 -0.752112 -1.995164 -0.123 0.055 -0.064
H 0.029176 -2.421388 -2.353369 -0.092 0.073 0.244
```
Forces are in eV/Å.

Properties
Energy above the lowest of the compared OMol25 structures with the same formula, charge and spin = 24.92 kcal/mol
Max |F| = 0.9 eV/A
Total charge = -1
HOMO = -2.467 eV

***

Calculated DFT total energy, -5152.54880; -365.73901 hartree (same order as the records).